Entry from OMol25: a 2-piece molecular cluster, C5H7N3O3 overall (ωB97M-V/def2-TZVPD).

```
18
Properties=species:S:1:pos:R:3
C -1.73331 -1.54534 -0.51286
C -1.45816 -1.49411 0.91672
C -0.89968 0.39565 -0.03624
C 2.21661 0.11403 0.94504
C 1.69014 -0.13273 -0.38222
N -1.43099 -0.40341 -1.07650
N -0.90965 -0.30302 1.17592
N -0.70333 1.70304 -0.27084
O -0.81193 2.06813 -1.59939
O -0.22728 2.53846 0.46980
O 1.10346 -1.11508 -0.83479
H -2.50918 -2.24564 -1.01653
H -1.51600 -2.35672 1.56447
H 3.23886 -0.21177 1.19217
H 1.44253 -0.35476 1.62240
H 2.12835 1.21202 1.07968
H 1.82348 0.66461 -1.17941
H -1.44390 1.46662 -2.05738
```

Calculated values
- Highest occupied orbital energy (alpha / beta): -9.381 / -9.379 eV
- E_tot: -15905.7555 eV
- F_max: 4.3 eV Å⁻¹
- HOMO-LUMO gap (alpha / beta): 0.2869 / 0.2870 Ha
- Energy above the lowest of the compared OMol25 structures with the same formula, charge and spin: 5.688 eV
- SMILES: [O-][N+](O)=C1N=CC=N1.CC=O